[1]
Formula: C6H13ClN2O2S
Source: the Open Molecules 2025 dataset
Level of theory: ωB97M-V with the def2-TZVPD basis set

```
25
Properties=species:S:1:pos:R:3:mulliken_charge:R:1
C -0.273 -1.371 -0.188 1.19
C 0.608 -2.239 0.660 -1.11
C 0.331 0.834 2.046 -1.50
C 1.936 0.722 0.062 -1.34
C -0.059 2.221 0.010 -1.48
C 0.492 0.891 0.528 1.13
N -3.185 -0.708 -1.228 -0.47
N -1.010 -2.018 -1.024 -0.49
O -2.337 -2.176 -3.168 -0.48
O -0.370 -0.082 -0.135 -0.23
S -2.048 -1.304 -2.063 0.80
Cl 0.371 0.942 -3.091 -0.48
H 1.265 -1.678 1.311 0.28
H 1.196 -2.879 0.005 0.28
H -0.029 -2.887 1.261 0.30
H 0.921 1.634 2.487 0.43
H -0.714 0.991 2.310 0.38
H 0.658 -0.107 2.479 0.33
H 2.432 -0.140 0.500 0.33
H 2.502 1.610 0.327 0.45
H 1.941 0.624 -1.021 0.31
H 0.512 3.051 0.414 0.44
H 0.007 2.230 -1.075 0.26
H -1.102 2.327 0.296 0.38
H -4.045 -0.487 -1.702 0.27
```

Values from the calculation:
E_tot in eV: -36862.089
HOMO (alpha / beta) in eV: -9.4 / -8.5
LUMO level (alpha / beta) in eV: -2.40 / -3.21
Frontier orbital gap (alpha / beta) in Eh: 0.2565 / 0.1947

[2]
Formula: C4H7NS
Source: the Open Molecules 2025 dataset
Level of theory: ωB97M-V with the def2-TZVPD basis set

```
13
Properties=species:S:1:pos:R:3:mulliken_charge:R:1
C -1.921 -0.779 0.045 -0.93
C -0.842 0.265 0.082 0.57
S -0.901 1.904 -0.004 -0.36
C 0.483 -0.213 0.024 -0.33
C 1.757 0.345 -0.571 -0.18
N 1.601 0.479 0.879 -0.52
H -3.024 -0.328 0.147 0.26
H -1.601 -1.323 0.961 0.31
H -1.778 -1.373 -0.804 0.33
H 0.685 -1.475 0.014 0.15
H 1.891 1.430 -0.969 0.21
H 2.568 -0.372 -0.836 0.23
H 1.082 1.441 1.032 0.27
```

Values from the calculation:
E_tot in eV: -16583.553
HOMO in eV: -8.9
LUMO level in eV: -0.38
Structure (SMILES): CC(=S)[C@H]1CN1
Frontier orbital gap in Eh: 0.3116

[3]
Formula: C2H5FO
Source: the Open Molecules 2025 dataset
Level of theory: ωB97M-V with the def2-TZVPD basis set

```
9
Properties=species:S:1:pos:R:3:mulliken_charge:R:1
C 0.978 -0.410 0.027 -0.94
C -0.288 0.432 0.033 -0.20
O -1.284 -0.512 0.080 -0.12
F -2.520 0.203 0.010 -0.19
H 1.096 -1.060 1.046 0.28
H 0.813 -1.002 -0.883 0.29
H 1.777 0.363 -0.214 0.30
H -0.197 0.872 -0.953 0.25
H -0.374 1.114 0.853 0.33
```

Values from the calculation:
E_tot in eV: -6915.915
HOMO in eV: -10.9
LUMO level in eV: 0.94
Structure (SMILES): CCOF
Frontier orbital gap in Eh: 0.4358

[4]
Formula: C4H10N3
Source: the Open Molecules 2025 dataset
Level of theory: ωB97M-V with the def2-TZVPD basis set

```
17
Properties=species:S:1:pos:R:3:mulliken_charge:R:1
C -2.466 0.461 -0.218 0.15
C -3.780 0.046 -0.789 -1.05
C 2.786 0.522 0.336 -0.48
C 3.511 -0.536 -0.020 -0.55
N 0.300 -1.321 0.763 -0.17
N -1.395 -0.104 -0.170 0.46
N -0.323 -0.630 -0.093 -0.26
H -2.456 1.449 0.314 0.35
H -4.185 0.613 -1.517 0.34
H -4.502 0.001 -0.032 0.35
H -3.811 -1.039 -1.132 0.30
H 1.825 0.634 -0.103 0.26
H 3.005 1.432 0.900 0.25
H 1.294 -1.666 0.664 0.25
H 3.125 -1.384 -0.619 0.35
H 4.564 -0.530 0.442 0.21
H 0.067 -1.452 1.692 0.24
```

Values from the calculation:
E_tot in eV: -8768.696
HOMO in eV: -13.6
Total charge: +1
LUMO level in eV: -4.38
Frontier orbital gap in Eh: 0.3394

[5]
Formula: C3H3LiO4Ru
Source: the Open Molecules 2025 dataset
Level of theory: ωB97M-V with the def2-TZVPD basis set

```
12
Properties=species:S:1:pos:R:3:mulliken_charge:R:1
O 0.697 0.430 -0.754 -0.69
C 0.142 1.421 -0.224 0.08
C -1.310 1.201 0.135 0.05
H -1.909 1.863 -0.515 0.32
H -1.461 1.540 1.175 0.30
C 2.360 -2.781 0.218 0.71
O 1.227 -2.647 -0.029 -0.49
O 3.476 -2.677 0.505 -0.27
Li -0.220 -1.236 -0.552 0.91
Ru 1.311 3.340 -0.072 0.33
O -1.688 -0.163 -0.020 -0.53
H -2.626 -0.291 0.135 0.28
```

Values from the calculation:
E_tot in eV: -14125.548
HOMO (alpha / beta) in eV: -9.2 / -12.8
Total charge: +1
LUMO level (alpha / beta) in eV: -4.33 / -5.73
Frontier orbital gap (alpha / beta) in Eh: 0.1807 / 0.2605
Spin multiplicity: 6
⟨S²⟩: 8.771

[6]
Formula: C4H10O2S
Source: the Open Molecules 2025 dataset
Level of theory: ωB97M-V with the def2-TZVPD basis set

```
17
Properties=species:S:1:pos:R:3:mulliken_charge:R:1
C -0.038 -0.986 1.243 -1.21
C 0.887 -0.130 0.372 0.68
O 2.160 0.012 0.987 -0.56
S 1.444 -1.245 -1.172 -0.21
C 0.330 1.165 -0.147 -0.64
C -1.364 0.903 -0.510 -0.65
O -1.540 -0.076 -1.461 -0.54
H 0.077 -2.058 1.247 0.34
H -0.089 -0.746 2.296 0.35
H -1.054 -0.975 0.784 0.16
H 2.740 0.338 0.341 0.34
H 0.439 -1.227 -2.068 0.14
H 0.891 1.528 -1.005 0.36
H 0.443 1.844 0.650 0.37
H -1.744 1.904 -0.885 0.32
H -2.025 0.712 0.339 0.35
H -1.554 -0.962 -1.010 0.39
```

Values from the calculation:
E_tot in eV: -19238.722
HOMO in eV: -9.1
LUMO level in eV: 0.73
Structure (SMILES): C[C@@](O)(S)CCO
Frontier orbital gap in Eh: 0.3607

[7]
Formula: C15H23BrF4N2O4
Source: the Open Molecules 2025 dataset
Level of theory: ωB97M-V with the def2-TZVPD basis set

```
49
Properties=species:S:1:pos:R:3:mulliken_charge:R:1
C -0.375 2.618 -2.893 -0.65
C 0.115 1.614 -2.007 -0.47
C 0.474 0.343 -0.981 0.89
C 1.066 -0.942 -1.872 -0.59
C 0.185 -2.323 -1.639 -0.56
C -1.138 -2.420 -2.653 -0.48
Br -2.759 -1.766 -1.601 -0.19
O 1.409 0.791 0.063 -0.29
C 0.813 0.748 1.407 0.35
O 0.899 1.881 2.156 -0.52
C 0.101 -0.541 2.127 0.83
F 0.871 -1.756 1.664 -0.27
F -1.357 -0.685 1.793 -0.26
C 0.246 -0.554 3.782 0.14
F 1.692 -0.816 4.055 -0.24
F -0.578 -1.723 4.263 -0.28
H -1.076 3.505 -3.275 0.42
H -0.547 -0.023 -0.544 0.11
H 1.061 -0.709 -3.042 0.36
H 2.215 -1.091 -1.592 0.30
H -0.281 -2.357 -0.541 0.21
H 0.852 -3.297 -1.783 0.32
H -0.964 -1.790 -3.626 0.33
H -1.375 -3.562 -2.888 0.34
H -0.175 0.407 4.300 0.28
C -5.244 5.816 -2.612 -0.83
N -3.956 5.236 -2.906 -0.16
C -3.169 5.435 -4.002 0.81
C -3.663 6.372 -5.069 -1.31
O -2.089 4.854 -4.092 -0.69
H -5.162 6.363 -1.669 0.28
H -5.963 5.002 -2.492 0.28
H -5.586 6.492 -3.397 0.33
H -3.554 4.592 -2.234 0.21
H -2.926 6.426 -5.875 0.30
H -4.603 6.003 -5.486 0.36
H -3.796 7.375 -4.655 0.35
C 3.512 -3.538 5.132 -0.82
N 3.477 -3.885 3.732 -0.04
C 4.048 -4.956 3.112 0.85
C 4.826 -5.931 3.951 -1.26
O 3.917 -5.100 1.897 -0.65
H 2.482 -3.496 5.497 0.25
H 3.965 -2.547 5.224 0.26
H 4.080 -4.255 5.725 0.36
H 2.971 -3.276 3.098 0.08
H 5.219 -6.728 3.314 0.28
H 5.668 -5.424 4.430 0.34
H 4.173 -6.381 4.704 0.34
```

Values from the calculation:
E_tot in eV: -108001.196
HOMO in eV: -9.1
LUMO level in eV: -1.02
Structure (SMILES): C#C[C@@H](CCCBr)OC(=O)C(F)(F)C(F)F.CNC(C)=O.CNC(C)=O
Frontier orbital gap in Eh: 0.2977